Arrangement 1

Molecular formula: C5H15N3
Method: DFT, the ωB97M-V functional and the def2-TZVPD basis

Geometry as XYZ:
```
23
C5H15N3 | the OMol25 dataset | the ωB97M-V functional and the def2-TZVPD basis
C -1.6394 0.2629 -1.4349
C 0.7401 0.2049 -2.3893
C 0.0315 -1.5258 -0.8451
C -0.7045 0.7283 2.5725
C -0.1577 -0.1660 -1.2974
N 1.5584 -0.2776 2.1585
N 0.4296 1.1264 0.5512
N 0.4170 0.2804 1.6191
H -2.2564 -0.5169 -2.0028
H -1.9498 0.3964 -0.3789
H -1.6493 1.1860 -2.0970
H 0.6332 -0.4739 -3.1936
H 1.8641 0.0750 -2.1978
H 0.6439 1.1705 -2.7391
H 0.4580 -2.1007 -1.6355
H 0.7437 -1.5790 0.1545
H -0.8755 -2.0748 -0.6470
H -1.4885 1.2862 2.0074
H -1.1090 -0.0327 3.1544
H -0.4063 1.5860 3.2788
H 1.2503 -1.1536 2.5206
H 2.0978 0.3759 2.6360
H 1.3689 1.2220 0.2053
```

## Properties
* LUMO level (alpha / beta): 0.9 / 0.8 eV
* spin multiplicity: 1
* gap between HOMO and LUMO (alpha / beta): 0.290 / 0.272 Ha

Mulliken population analysis, charges in e, atoms 1 to 6:
1 C -1.25
2 C -1.78
3 C -1.22
4 C -0.94
5 C 1.41
6 N -0.66

=====

Arrangement 2

Molecular formula: C5H15N3
Method: DFT, the ωB97M-V functional and the def2-TZVPD basis

Geometry as XYZ:
```
23
C5H15N3 | the OMol25 dataset | the ωB97M-V functional and the def2-TZVPD basis
C -1.1482 0.7737 0.5293
N -1.9484 1.3150 -0.5748
C 0.0952 -0.0065 0.0825
C 1.3838 0.6342 0.6178
C 1.6040 2.1255 0.3184
N 0.0964 -1.3908 0.5185
C -0.6468 -2.3066 -0.3176
N 0.0584 -2.7556 -1.5045
H -0.8572 1.5083 1.2705
H -1.7995 0.0789 1.0705
H -2.6050 1.9981 -0.2136
H -1.3636 1.8344 -1.2207
H 0.1524 -0.0151 -1.0118
H 2.2069 0.0413 0.2258
H 1.3290 0.5224 1.6926
H 0.6691 2.6979 0.3579
H 1.9853 2.2399 -0.6927
H 2.2209 2.5872 1.0821
H -0.0640 -1.4482 1.5136
H -1.6007 -1.8805 -0.6306
H -0.9211 -3.1872 0.2464
H 0.8129 -3.3779 -1.2652
H 0.3402 -1.9884 -2.0943
```

## Properties
* SMILES: CC[C@H](CN)NCN
* LUMO level: 1.1 eV
* spin multiplicity: 1
* gap between HOMO and LUMO: 0.355 Ha

Mulliken population analysis, charges in e, atoms 1 to 6:
1 C -0.76
2 N -0.66
3 C 0.24
4 C -0.92
5 C -1.16
6 N -0.37

=====

Most stable structure among those shown: arrangement 2. Next: +0.1882 hartree.